No. 1
{"formula": "C5H6O2", "method": "wB97M-V/def2-TZVPD", "homo_lumo_gap_ev": [9.0, 9.0], "largest_force_ev_per_a": 1.28, "lumo_ev": [0.71, 0.71], "species": ["O", "H", "C", "H", "H", "C", "H", "O", "H", "H", "C", "C", "C"], "coordinates": [[0.8452, -0.9041, -1.1722], [2.2716, -0.7919, 0.2853], [-0.7001, 0.4964, -0.0729], [-2.4897, -0.6333, 0.6905], [-1.0560, 1.3479, -0.6469], [-1.4512, -0.3611, 0.8843], [2.3361, 0.5386, -0.9044], [0.9957, 1.4403, 1.4274], [-1.3275, -0.0697, 1.9477], [-1.1276, -1.1440, -1.5735], [0.6985, 0.7338, 0.5018], [-0.4645, -0.7121, -0.8257], [1.6694, -0.1125, -0.3223]], "forces_ev_per_a": [[-0.3, -0.5, 0.5], [0.0, 0.2, 0.2], [0.0, 0.8, -0.5], [0.3, 0.1, -0.5], [-0.4, 0.7, 0.4], [0.1, -0.1, -0.5], [-0.2, -0.2, 0.0], [-0.1, -0.3, -0.4], [0.6, -1.0, -0.6], [-0.1, 0.0, 0.6], [0.2, 0.5, 0.1], [-0.3, -0.3, 0.5], [0.1, 0.0, 0.2]]}



No. 2
{"formula": "C5H6O2", "method": "wB97M-V/def2-TZVPD", "homo_lumo_gap_ev": 8.8, "largest_force_ev_per_a": 4.13, "lumo_ev": 0.91, "smiles": "C1=COCOC=C1", "species": ["C", "H", "O", "H", "O", "C", "C", "C", "C", "H", "H", "H", "H"], "coordinates": [[-1.1374, -0.5907, -0.6836], [-0.4882, 1.0266, 2.4826], [1.0701, 0.6020, 1.1601], [0.0397, -1.9561, -1.9010], [1.2943, -0.7292, -0.7364], [-1.1737, 0.0852, 0.6808], [-0.2165, 0.6298, 1.5119], [1.4361, 0.5655, -0.2228], [0.0470, -1.1063, -1.2398], [0.8920, 1.3344, -0.7324], [2.4795, 0.8553, -0.1989], [-2.1351, -0.0179, 1.0921], [-2.1080, -0.6986, -1.2125]], "forces_ev_per_a": [[2.8, -0.4, 0.0], [0.4, 0.0, 0.0], [1.4, 1.0, 0.6], [0.4, 0.3, -0.6], [-0.6, -0.4, -0.9], [1.2, 0.4, -0.4], [-2.2, -2.0, -2.9], [-0.2, -0.5, 1.4], [-2.3, 1.9, 2.4], [-0.8, 0.1, -0.6], [0.2, -0.5, -0.2], [-1.2, 0.4, 0.6], [0.9, -0.4, 0.6]]}



No. 3
{"formula": "C5H6O2S", "method": "wB97M-V/def2-TZVPD", "homo_lumo_gap_ev": 7.4, "largest_force_ev_per_a": 4.00, "lumo_ev": -0.82, "species": ["H", "C", "H", "C", "H", "O", "S", "C", "H", "H", "H", "O", "C", "C"], "coordinates": [[3.3137, 0.0544, -0.0961], [-1.1283, 1.1736, 0.7643], [-0.2153, -0.6063, 1.8677], [1.2277, 0.4230, -0.4676], [-1.2115, 1.6762, 1.6922], [-1.0175, -0.8271, -1.2457], [0.3276, 1.8035, -0.3570], [-0.9346, -0.3478, 1.0438], [-1.9373, -0.7512, 1.3111], [-0.9109, -1.5298, -1.9253], [-2.0415, 1.2523, 0.0978], [2.5835, -0.9055, -1.7260], [-0.4877, -1.2818, -0.1338], [2.4323, -0.1335, -0.8253]], "forces_ev_per_a": [[-1.2, 0.2, -0.4], [-0.2, -2.1, -2.4], [-0.8, 0.6, -0.6], [-2.3, 2.9, 1.6], [0.0, 1.1, 0.6], [-0.6, -0.7, -1.0], [0.7, -2.4, 0.8], [0.8, -0.5, -0.6], [0.5, 0.1, 0.0], [0.1, 0.7, 0.4], [1.0, 0.4, 0.9], [0.4, -1.2, -1.8], [-0.2, 0.5, 1.4], [1.8, 0.4, 1.1]]}



No. 4
{"formula": "C5H6O2S", "method": "wB97M-V/def2-TZVPD", "homo_lumo_gap_ev": 8.4, "largest_force_ev_per_a": 3.85, "lumo_ev": -0.59, "smiles": "C=C[C@@H](C=S)OC=O", "species": ["H", "H", "C", "C", "C", "H", "H", "C", "O", "S", "H", "C", "O", "H"], "coordinates": [[0.3964, 1.8500, -2.8279], [-0.2577, 1.2932, 1.0610], [-0.1666, 0.5261, 0.2154], [0.3214, 0.9442, -2.1698], [-1.4907, -0.1959, 0.0747], [-1.4542, -0.7589, -0.9396], [-3.6373, -0.1821, 0.3028], [-2.6702, 0.2439, 0.6663], [0.5109, -0.2269, -2.5476], [1.1586, -1.1335, 2.0487], [-2.8461, 0.8038, 1.5650], [1.0080, -0.4588, 0.5509], [0.1753, 1.4068, -0.8979], [1.7606, -0.6668, -0.4015]], "forces_ev_per_a": [[-0.2, -0.8, 0.3], [0.3, -1.3, -1.0], [1.0, 0.3, 2.3], [1.3, -2.0, -0.5], [-1.9, 1.8, -1.8], [-0.7, 0.5, 2.1], [1.0, 0.2, 0.1], [1.1, -2.6, -1.9], [-1.0, 3.4, 1.4], [-0.1, 0.8, -2.1], [0.8, 0.6, 0.2], [0.9, -0.3, -0.9], [-0.7, -1.0, -0.9], [-1.9, 0.4, 2.7]]}



No. 5
{"formula": "C5H6O2S", "method": "wB97M-V/def2-TZVPD", "homo_lumo_gap_ev": 9.8, "largest_force_ev_per_a": 3.98, "lumo_ev": 0.50, "smiles": "C#C[C@]1(O)[C@@H](O)[C@@H]1S", "species": ["H", "O", "C", "H", "C", "O", "S", "H", "H", "C", "C", "C", "H", "H"], "coordinates": [[-0.1034, 0.2086, -3.8084], [-0.5958, 1.2615, 1.8535], [0.5668, -0.7585, 0.7777], [1.5204, -1.4740, -1.2289], [-0.5698, -0.0463, -0.1315], [-1.9378, -0.1747, 0.2048], [2.1356, -1.4974, 0.1831], [1.0949, 1.3442, 0.6280], [-0.1037, -1.3094, 1.5059], [0.2612, 0.7301, 0.8542], [-0.1868, 0.0814, -1.5148], [-0.0958, 0.0193, -2.7394], [0.0797, 1.1452, 2.5162], [-2.0655, 0.4701, 0.8996]], "forces_ev_per_a": [[0.2, -0.3, 0.7], [1.6, -0.6, -0.1], [-2.6, -0.3, 1.2], [1.6, -0.2, 2.6], [1.8, 0.3, -0.1], [1.6, -0.6, -1.1], [-2.9, 0.9, -2.6], [0.4, 0.8, -0.8], [1.4, 0.2, -0.6], [-1.1, -1.0, -0.6], [-1.0, -0.6, -2.8], [-0.2, 0.6, 1.9], [-0.5, 0.6, 1.8], [-0.2, 0.3, 0.5]]}



No. 6
{"formula": "C5H6O3", "method": "wB97M-V/def2-TZVPD", "homo_lumo_gap_ev": 10.0, "largest_force_ev_per_a": 4.94, "lumo_ev": 0.47, "smiles": "C=C(C)C(=O)C(=O)O", "species": ["C", "C", "H", "H", "C", "H", "H", "O", "H", "C", "O", "O", "C", "H"], "coordinates": [[-0.8180, 0.0068, 1.0036], [-0.8293, -0.0989, -1.5889], [-0.6793, -1.1793, -1.6460], [1.1222, 1.8719, -1.3475], [0.4483, -0.5879, 1.5356], [-0.4778, 0.3716, -2.5075], [-1.9050, 0.0867, -1.5014], [1.1818, -0.0050, 2.3044], [1.3102, 1.7303, 0.4711], [-0.1040, 0.4547, -0.3983], [-1.9676, 0.0694, 1.2697], [0.5600, -1.8924, 1.2058], [0.7969, 1.4231, -0.4214], [1.3616, -2.2510, 1.6209]], "forces_ev_per_a": [[3.3, 0.2, -3.6], [0.0, 0.2, -0.1], [0.0, 0.0, -0.1], [0.1, -0.1, -0.2], [-0.8, -1.0, 4.1], [0.0, -0.1, 0.0], [0.1, -0.1, 0.1], [0.0, -0.3, -1.1], [-0.1, 0.3, 0.3], [-2.9, 0.7, 0.5], [-0.3, 0.0, 0.6], [0.1, 0.4, -0.4], [0.4, -0.4, 0.1], [0.0, 0.2, -0.1]]}



No. 7
{"formula": "C5H6O3", "method": "wB97M-V/def2-TZVPD", "homo_lumo_gap_ev": 9.7, "largest_force_ev_per_a": 9.48, "lumo_ev": -0.05, "smiles": "O=C1[C@@H]2COC[C@H]1O2", "species": ["C", "C", "H", "H", "C", "O", "H", "H", "O", "C", "H", "C", "H", "O"], "coordinates": [[0.5267, -1.1729, 0.3244], [0.4568, 0.9027, 0.6433], [-1.5204, -1.6705, 0.4712], [0.9353, -2.1296, 0.3237], [1.3527, 0.0459, -0.1887], [0.0060, -0.2774, 1.2781], [-1.0640, -1.3756, -1.5406], [-0.2643, 1.6715, -1.2347], [-1.4757, 0.1641, -0.2378], [-0.9325, -1.1553, -0.4680], [1.3115, 1.4896, 1.1953], [-0.6000, 1.3495, -0.2201], [-1.4201, 2.1325, 0.0981], [2.6879, 0.0256, -0.4440]], "forces_ev_per_a": [[-2.9, 3.7, -5.3], [4.7, 0.5, 1.1], [0.8, 0.1, -3.2], [0.8, -1.5, 1.4], [8.7, -3.8, -0.1], [2.1, -0.3, 4.7], [0.2, -0.7, 0.7], [-0.1, -0.3, 0.7], [-0.2, 0.9, -2.1], [-0.2, 0.4, 3.2], [-2.5, -0.1, -0.4], [-5.3, 1.4, -1.4], [2.1, -1.1, -0.1], [-8.2, 0.9, 0.9]]}



No. 8
{"formula": "C5H6O3", "method": "wB97M-V/def2-TZVPD", "homo_lumo_gap_ev": 9.5, "largest_force_ev_per_a": 5.26, "lumo_ev": 0.63, "smiles": "O=C[C@H]1OC=CCO1", "species": ["O", "C", "O", "C", "C", "H", "H", "H", "C", "O", "C", "H", "H", "H"], "coordinates": [[0.0122, -1.1752, 0.2502], [-0.4304, 1.0670, -1.2213], [0.7607, 0.5741, -0.9313], [2.2933, -0.3593, 0.7105], [-1.2635, -0.7698, 0.2372], [-1.9500, -1.5603, -0.2408], [-1.8215, -0.6327, 1.1857], [-0.5441, 1.8584, -1.9457], [0.8369, -0.0745, 0.3812], [2.5721, -1.3315, 1.3779], [-1.4466, 0.4749, -0.5956], [-2.4233, 1.0051, -0.6544], [0.4894, 0.5404, 1.1679], [2.9147, 0.3833, 0.2784]], "forces_ev_per_a": [[2.5, -1.5, 1.3], [-2.2, -1.0, 1.0], [3.7, 0.4, 1.1], [-1.9, -2.6, 0.4], [-5.1, 0.3, -1.3], [1.4, 0.7, 0.4], [0.9, 0.0, 0.4], [0.5, 0.2, 0.0], [-0.1, -0.5, -2.8], [0.4, 1.4, -0.7], [-1.6, 1.5, -0.3], [0.6, -1.0, 0.0], [-0.7, 1.4, 0.7], [1.5, 0.8, -0.2]]}



No. 9
{"formula": "C5H6O3", "method": "wB97M-V/def2-TZVPD", "homo_lumo_gap_ev": 9.4, "largest_force_ev_per_a": 6.08, "lumo_ev": 0.20, "species": ["H", "C", "O", "O", "C", "C", "H", "C", "O", "H", "H", "H", "C", "H"], "coordinates": [[0.0083, 0.6673, 0.8629], [-1.0070, -2.6360, 0.7296], [0.4173, -1.9708, 1.4485], [0.6811, 2.8435, 0.0851], [0.1159, -0.2896, -1.0811], [-0.2901, -0.0581, 0.2139], [-0.9951, -3.5087, -0.4687], [0.4738, 2.3969, -1.0455], [0.5272, 1.0340, -1.5588], [0.6544, 3.1296, -1.8277], [0.0168, -1.0706, -1.9519], [-1.3680, -1.0396, 2.3324], [-0.8348, -1.1486, 1.1673], [-2.0676, -3.0191, 1.3493]], "forces_ev_per_a": [[0.9, 2.9, 0.5], [-1.5, 0.1, 0.4], [-4.7, -2.1, -1.1], [-1.5, -2.3, -2.4], [-1.3, 3.8, 1.9], [-1.7, -5.7, -1.0], [0.6, 3.6, 3.7], [2.6, -0.9, 2.6], [0.2, 1.4, -1.1], [-0.7, -0.6, -1.0], [0.2, 1.7, 2.3], [1.2, 0.6, -3.9], [1.8, -2.8, 0.3], [3.9, 0.3, -1.1]]}



Values of energy above the lowest of the compared OMol25 structures with the same formula, charge and spin, in order: 85.6 53.8 133.4 60.0 100.2 30.6 135.6 54.8 202.4, all in kcal per mole.
Values of M, in order: 98.10 98.10 130.17 130.17 130.17 114.10 114.10 114.10 114.10, all in g/mol.